# 1
C29H24CrFNOS2 as an isolated structure, computed with the ωB97M-V functional and the def2-TZVPD basis.

Properties
Lowest unoccupied orbital energy (spin up / spin down) (eV): 0.2568 / 0.1684
2S+1: 5
Total charge: 0
Orbital gap (spin up / spin down) (eV): 7.699 / 8.081

Geometry as XYZ:
```
59
Properties=species:S:1:pos:R:3:forces:R:3
Cr 1.490 -0.603 1.147 -0.14 -0.06 0.40
S 5.628 1.110 0.792 0.14 0.10 0.04
C 5.850 -0.576 0.600 0.02 0.01 -0.04
C 4.669 -1.255 0.633 -0.10 -0.06 0.02
C 3.517 -0.425 0.832 0.30 -0.11 -0.03
C 3.921 0.883 0.935 -0.17 0.25 -0.07
C 2.958 1.970 1.081 0.10 -0.21 -0.10
C 3.287 3.322 1.170 0.12 0.05 0.01
C 2.284 4.263 1.261 0.03 0.09 0.00
C 0.957 3.849 1.270 -0.04 -0.02 -0.02
C 0.703 2.495 1.195 0.00 -0.07 0.07
N 1.666 1.571 1.101 0.01 0.20 0.01
H 6.848 -0.974 0.472 -0.08 0.03 -0.01
H 4.619 -2.333 0.523 -0.01 0.11 0.02
H 4.329 3.613 1.164 -0.03 0.02 -0.01
H 2.531 5.316 1.325 0.00 -0.04 0.00
H 0.137 4.552 1.336 0.04 -0.02 0.01
H -0.312 2.118 1.228 0.05 -0.03 0.00
O -0.623 -0.258 1.364 0.04 -0.09 -0.51
S -1.231 -0.802 0.075 -0.09 -0.12 0.11
C -2.998 -0.419 0.193 0.01 0.10 0.18
C -3.289 1.036 0.411 -0.05 -0.03 0.04
C -3.824 1.807 -0.617 -0.05 0.01 -0.03
C -4.054 3.164 -0.438 0.00 -0.01 0.01
C -3.751 3.765 0.777 0.02 -0.03 0.01
C -3.231 3.000 1.814 -0.01 -0.02 -0.03
C -3.004 1.642 1.635 -0.02 0.00 0.00
C -0.779 0.331 -1.259 -0.04 -0.02 -0.10
C -1.290 -0.212 -2.570 -0.01 0.01 0.03
C -0.955 -1.498 -2.994 0.03 0.06 0.01
C -1.449 -1.992 -4.193 0.01 0.04 0.02
C -2.277 -1.207 -4.984 -0.01 -0.01 0.02
C -2.604 0.078 -4.575 0.02 0.00 0.02
C -2.116 0.570 -3.373 0.01 0.02 -0.04
H -3.307 -1.037 1.037 -0.10 0.00 -0.03
H -3.441 -0.816 -0.722 -0.03 0.03 0.03
H -4.066 1.337 -1.564 -0.02 0.03 0.08
H -4.477 3.751 -1.244 0.01 -0.02 0.02
H -3.931 4.824 0.917 0.00 -0.03 0.01
H -3.006 3.459 2.769 -0.01 -0.02 -0.04
H -2.601 1.046 2.444 0.00 0.02 -0.02
H 0.312 0.367 -1.220 0.08 0.01 -0.03
H -1.177 1.320 -1.027 0.07 -0.01 -0.05
H -0.293 -2.112 -2.393 -0.02 0.01 0.01
H -1.179 -2.990 -4.513 0.00 0.01 0.01
H -2.664 -1.595 -5.919 0.02 0.02 0.02
H -3.236 0.701 -5.195 0.00 0.00 0.01
H -2.364 1.578 -3.057 0.03 -0.05 -0.04
F 1.804 -6.755 2.358 -0.02 -0.04 0.01
C 1.699 -5.431 2.083 0.01 0.02 -0.01
C 0.655 -4.984 1.307 -0.03 0.10 -0.02
C 0.571 -3.618 1.034 0.03 -0.07 0.04
C 1.500 -2.668 1.497 -0.20 -0.35 -0.16
C 2.536 -3.212 2.277 0.05 0.13 0.11
C 2.647 -4.565 2.585 0.03 0.05 0.01
H -0.077 -5.688 0.928 0.04 0.02 0.01
H -0.272 -3.314 0.419 0.03 0.04 0.01
H 3.304 -2.553 2.675 -0.06 -0.05 -0.04
H 3.457 -4.946 3.196 -0.03 0.01 -0.02
```
Forces are in eV/Å.

natural (NBO) population analysis, charges in e, atoms 1 to 4:
1 Cr 1.06
2 S 0.39
3 C -0.40
4 C -0.26

---

# 2
C29H24HfI2N4O6 as an isolated structure, computed with the ωB97M-V functional and the def2-TZVPD basis.

Properties
Lowest unoccupied orbital energy (eV): -7.0604
Total charge: +2
Orbital gap (eV): 5.077

Geometry as XYZ:
```
66
Properties=species:S:1:pos:R:3:forces:R:3
Hf -0.147 1.897 2.968 0.53 -0.09 -0.16
O -1.363 3.230 5.050 -0.16 -0.01 0.09
C -2.045 2.455 4.405 0.02 -0.05 0.22
O -2.065 2.567 3.074 0.27 -0.05 -0.02
C -2.506 1.106 4.953 -0.10 0.03 -0.09
C -2.811 0.214 3.745 -0.02 -0.01 0.05
C -3.329 -1.162 4.115 0.03 -0.01 -0.01
C -2.065 -1.873 4.641 0.00 0.00 -0.03
C -1.031 -0.769 4.561 -0.04 0.02 0.06
O -1.401 -0.038 3.320 -0.03 0.09 0.05
C -1.284 0.328 5.614 -0.02 -0.03 0.02
C 0.011 1.118 5.827 -0.08 -0.04 0.18
O 0.411 1.496 6.876 0.04 -0.04 0.00
O 0.706 1.284 4.658 -0.33 0.15 -0.43
H -3.329 1.230 5.655 0.02 0.01 0.03
H -3.337 0.707 2.939 -0.01 0.01 -0.01
H -4.125 -1.089 4.855 0.01 0.01 0.01
H -3.735 -1.661 3.238 0.00 -0.01 0.01
H -2.161 -2.235 5.663 -0.01 -0.01 0.00
H -1.784 -2.714 4.012 0.00 0.01 -0.02
H -0.002 -1.097 4.483 0.01 0.01 0.01
H -1.580 -0.078 6.578 0.02 -0.01 0.01
C 1.921 -4.431 -9.225 0.00 -0.01 0.01
O 1.251 -3.203 -8.956 0.01 0.00 -0.03
C 1.209 -2.757 -7.696 -0.01 0.01 0.06
C 1.760 -3.428 -6.602 0.02 -0.03 -0.01
C 1.656 -2.871 -5.340 0.00 0.00 0.02
C 1.011 -1.655 -5.138 0.02 -0.03 -0.05
C 0.462 -0.991 -6.245 0.00 0.01 0.02
C 0.558 -1.532 -7.501 -0.01 0.00 -0.03
C 0.892 -1.045 -3.827 -0.04 0.09 0.07
N 0.338 0.130 -3.579 -0.01 -0.01 -0.05
C 0.440 0.304 -2.240 0.00 -0.03 0.04
C 1.067 -0.774 -1.634 0.00 0.05 -0.03
N 1.351 -1.627 -2.669 0.04 -0.08 -0.03
C 1.346 -0.821 -0.245 0.18 0.01 0.06
C 2.082 -1.816 0.430 -0.01 -0.02 0.01
C 2.348 -1.686 1.770 0.01 -0.01 -0.02
C 1.857 -0.579 2.464 0.02 0.04 -0.01
N 1.141 0.366 1.860 -0.21 0.03 0.09
C 0.903 0.271 0.523 -0.03 -0.04 -0.05
C 0.207 1.369 -0.086 0.09 0.21 -0.06
N -0.186 2.384 0.734 -0.06 -0.09 0.07
C -0.767 3.457 0.205 -0.02 -0.03 0.05
C -0.987 3.587 -1.165 -0.01 0.00 -0.04
C -0.610 2.567 -2.005 0.00 0.01 -0.01
C 0.005 1.422 -1.467 -0.07 -0.08 0.01
H 1.849 -4.580 -10.297 0.00 0.00 -0.01
H 1.435 -5.261 -8.709 0.00 0.00 0.00
H 2.972 -4.373 -8.935 0.00 0.00 0.00
H 2.268 -4.372 -6.728 0.00 0.01 0.00
H 2.101 -3.417 -4.515 0.00 0.00 -0.01
H -0.039 -0.045 -6.095 0.00 0.00 -0.01
H 0.140 -1.031 -8.364 0.00 0.00 0.01
H 1.801 -2.524 -2.616 -0.01 0.01 0.00
H 2.457 -2.676 -0.110 0.00 0.01 0.00
H 2.936 -2.423 2.297 0.00 0.00 0.00
H 2.051 -0.439 3.519 -0.01 -0.01 0.00
H -1.069 4.237 0.895 0.00 0.01 0.00
H -1.455 4.484 -1.544 0.00 0.00 0.00
H -0.767 2.620 -3.074 0.00 0.00 0.00
I 1.527 4.413 3.248 -0.06 -0.06 -0.06
C 0.208 5.719 4.354 0.02 0.03 0.01
I -1.418 6.430 3.235 -0.01 -0.01 0.02
H 0.852 6.543 4.639 0.02 0.00 -0.02
H -0.132 5.139 5.202 0.00 0.01 -0.02
```
Forces are in eV/Å.

natural (NBO) population analysis, charges in e, atoms 1 to 4:
1 Hf 2.36
2 O -0.54
3 C 0.74
4 O -0.82

---

# 3
C29H24N7NaO5S2 as an isolated structure, computed with the ωB97M-V functional and the def2-TZVPD basis.

Properties
Lowest unoccupied orbital energy (eV): 3.2468
Total charge: -2
Orbital gap (eV): 4.407

Geometry as XYZ:
```
68
Properties=species:S:1:pos:R:3:forces:R:3
Na 3.199 -1.394 2.823 -0.36 1.40 -0.05
C -7.696 1.705 -6.752 0.01 -0.10 0.08
O -7.638 0.644 -5.821 -0.19 0.18 -0.27
C -6.504 0.555 -5.060 0.14 0.12 0.00
C -6.453 -0.492 -4.156 0.10 -0.19 0.22
C -5.342 -0.657 -3.342 -0.15 -0.13 0.00
C -4.251 0.213 -3.406 0.16 -0.02 0.13
C -4.324 1.260 -4.323 0.00 0.10 -0.09
C -5.433 1.438 -5.143 0.20 0.01 0.10
C -3.068 0.059 -2.554 -0.26 -0.16 -0.01
N -2.044 0.867 -2.522 0.26 0.13 0.06
C -1.185 0.342 -1.582 0.27 0.27 -0.07
C -1.694 -0.818 -1.021 -0.03 -0.08 0.06
N -2.906 -0.978 -1.650 -0.28 -0.21 -0.06
C -1.061 -1.591 -0.030 -0.10 -0.06 -0.11
C -1.595 -2.786 0.567 -0.06 0.13 -0.06
C -0.941 -3.423 1.548 0.08 -0.04 -0.05
C 0.369 -2.905 2.057 0.02 0.10 -0.56
N 0.900 -1.747 1.379 0.02 -0.27 0.45
C 0.217 -1.167 0.431 0.19 0.17 -0.14
C 0.803 0.072 -0.187 0.14 -0.15 0.26
N 2.016 0.455 0.253 -0.05 -0.13 -0.19
C 2.557 1.561 -0.219 -0.02 -0.10 0.02
C 1.928 2.370 -1.169 -0.04 0.03 -0.04
C 0.694 1.990 -1.643 0.00 0.03 -0.02
C 0.099 0.820 -1.155 -0.10 0.05 -0.10
H -8.648 1.617 -7.269 -0.05 -0.05 0.01
H -6.886 1.643 -7.484 0.04 -0.03 -0.02
H -7.647 2.679 -6.259 0.00 0.03 0.05
H -7.295 -1.173 -4.098 0.06 0.04 0.01
H -5.337 -1.483 -2.639 -0.03 0.05 -0.06
H -3.482 1.941 -4.379 -0.07 -0.03 -0.02
H -5.443 2.266 -5.839 0.02 -0.02 0.03
H -3.523 -1.757 -1.523 -0.02 -0.02 0.02
H -2.560 -3.164 0.232 0.03 -0.02 0.00
H -1.336 -4.319 2.017 0.01 0.07 -0.05
H 0.309 -2.702 3.121 0.09 0.00 0.26
H 3.540 1.822 0.172 -0.09 -0.03 0.00
H 2.414 3.273 -1.522 -0.02 -0.04 0.01
H 0.161 2.576 -2.386 0.04 -0.03 0.05
S 5.403 2.546 4.806 -0.17 0.04 -0.07
C 6.668 1.429 4.506 0.06 -0.08 0.06
C 6.229 0.333 3.820 -0.22 0.40 -0.10
C 4.824 0.346 3.462 0.64 -0.58 0.00
C 4.261 1.481 3.945 -0.28 0.32 0.14
C 2.832 1.838 3.829 0.13 -0.33 -0.09
C 2.287 3.057 4.249 0.00 0.09 -0.04
C 0.938 3.299 4.067 0.01 0.01 0.00
C 0.139 2.330 3.472 0.12 0.04 0.04
C 0.752 1.142 3.099 0.14 -0.08 0.06
N 2.047 0.894 3.277 -0.25 0.12 0.20
H 7.669 1.640 4.864 -0.07 -0.01 -0.02
H 6.911 -0.467 3.547 -0.04 0.01 0.02
H 2.926 3.806 4.702 0.01 0.00 -0.01
H 0.509 4.243 4.385 0.01 0.01 0.00
H -0.919 2.484 3.305 0.01 0.00 -0.01
H 0.180 0.337 2.636 0.14 0.10 0.07
O 2.906 -5.384 3.139 0.07 -0.04 0.09
S 2.638 -3.995 2.870 -0.11 -0.20 -0.04
O 1.318 -4.041 1.957 -0.33 0.17 0.04
O 3.655 -3.326 2.054 0.14 -0.71 -0.11
O 2.294 -3.168 4.033 0.11 -0.31 -0.13
N 5.488 -1.503 0.297 0.07 -0.15 -0.18
N 4.432 -1.893 -0.621 0.13 0.23 0.10
H 5.346 -1.951 1.197 -0.18 -0.10 0.10
H 5.369 -0.516 0.484 -0.01 0.14 -0.09
H 3.530 -1.668 -0.206 -0.11 -0.04 0.10
H 4.458 -2.904 -0.642 0.04 -0.07 -0.03
```
Forces are in eV/Å.

natural (NBO) population analysis, charges in e, atoms 1 to 4:
1 Na 0.86
2 C -0.25
3 O -0.50
4 C 0.26

---

Energy relative to the best compared isomer or geometry (same formula, charge and spin) values (in kcal/mol) by entry order: 0.00 1.13 13.56.
Maximum force values (in eV/Å) by entry order: 0.517 0.560 1.450.